Entry 1:
138
Properties=species:S:1:pos:R:3 method="wB97M-V/def2-TZVPD" orbital_gap_ha=0.2989 e_homo_ev=-7.85 de_lowest_kcal_mol=73.6 lumo_energy_ev=0.28 total_charge=0 max_force_ev_per_a=2.79 smiles=CC1(C)CCCC(C)(C)N1O.CC1(C)CCCC(C)(C)N1O.CC1(C)CCCC(C)(C)N1O.CC1(C)CCCC(C)(C)N1O.CO.CO.O.O
C -0.5252 3.1965 3.3580
O -1.0390 1.9016 3.1319
H -0.7361 3.9494 2.5986
H -0.7868 3.5216 4.3650
H 0.5587 3.0889 3.3975
H -0.8410 1.4289 3.9437
C -2.9507 4.2989 -1.6478
O -3.7726 5.3957 -2.0631
H -3.4469 3.7589 -0.8414
H -2.7642 3.5448 -2.4125
H -1.9822 4.6829 -1.3276
H -3.7390 6.0250 -1.3389
O -1.0729 2.3594 0.4449
H -0.6780 1.8878 1.1782
H -0.3428 2.8271 0.0393
O -3.4173 2.7665 1.7064
H -2.7281 2.6247 1.0574
H -2.9853 2.6281 2.5493
C 5.1532 -1.9045 4.1145
C 3.6159 -2.0714 3.8415
C 3.0642 -0.6193 3.6657
C 1.5641 -0.5195 3.2366
C 1.1929 -1.4311 2.0693
C 1.8873 -2.8508 2.1532
N 3.2811 -2.8217 2.5819
O 4.0788 -2.2430 1.6359
C 1.0414 -3.7418 3.0618
C 1.6869 -3.3514 0.7298
C 2.9627 -2.7385 5.0997
H 5.7356 -1.3303 3.3939
H 5.6584 -2.8675 4.0404
H 5.2562 -1.4499 5.0998
H 3.2532 -0.0942 4.6020
H 3.6775 -0.1038 2.9266
H 1.2243 0.4806 2.9678
H 0.9630 -0.7619 4.1130
H 1.3515 -1.0155 1.0741
H 0.1061 -1.5143 2.0709
H 0.3171 -4.2184 2.4012
H 1.6327 -4.5304 3.5272
H 0.4257 -3.1829 3.7665
H 1.9653 -4.3923 0.5654
H 0.6805 -3.2233 0.3311
H 2.2499 -2.7822 -0.0099
H 3.4215 -2.2999 5.9858
H 3.0172 -3.8233 5.1902
H 1.9100 -2.4576 5.0677
H 4.5668 -2.9870 1.2755
C 1.7013 4.8571 1.0445
C 2.5788 4.1843 -0.1161
C 3.8924 5.0075 -0.2040
C 4.9581 4.3958 -1.1791
C 5.2242 2.9524 -0.7690
C 3.9406 2.1043 -0.6625
N 2.9779 2.8063 0.2172
O 1.9362 2.0503 0.7242
C 3.3890 1.6318 -2.0295
C 4.5241 0.8893 0.2287
C 1.7941 4.3909 -1.4713
H 0.6241 4.8006 0.8880
H 1.8984 5.9291 1.0443
H 1.9804 4.4922 2.0329
H 3.7747 6.0748 -0.3914
H 4.3972 5.0216 0.7620
H 5.8434 4.9661 -0.8977
H 4.7539 4.5788 -2.2341
H 5.8873 3.0131 0.0939
H 5.8957 2.6073 -1.5553
H 2.8453 2.4088 -2.5669
H 4.2023 1.2157 -2.6240
H 2.8180 0.7165 -1.8742
H 3.7408 0.2131 0.5712
H 5.3223 0.3636 -0.2954
H 4.8587 1.3124 1.1759
H 1.3102 3.4511 -1.7371
H 2.3574 4.5436 -2.3919
H 1.0978 5.2112 -1.2969
H 2.0483 2.1867 1.6678
C -6.1179 -2.6255 -0.9876
C -5.2599 -3.2617 0.1420
C -4.1150 -4.2049 -0.4050
C -3.0706 -4.4461 0.6314
C -2.3827 -3.1000 1.0380
C -3.3900 -2.0804 1.6325
N -4.6756 -2.0703 0.8691
O -5.6351 -1.3217 1.4975
C -3.5556 -2.4046 3.0919
C -2.8279 -0.6585 1.4555
C -6.1966 -4.1262 1.0114
H -6.5323 -3.2833 -1.7515
H -5.5911 -1.7969 -1.4609
H -7.1366 -2.3104 -0.7613
H -4.5724 -5.0728 -0.8801
H -3.6299 -3.7883 -1.2877
H -2.3901 -5.1908 0.2185
H -3.5765 -4.9384 1.4619
H -1.9275 -2.6914 0.1358
H -1.6365 -3.2587 1.8165
H -3.8208 -3.4403 3.3045
H -2.7909 -1.9733 3.7379
H -4.4929 -1.9803 3.4520
H -3.4664 0.0899 1.9247
H -1.7727 -0.5507 1.7067
H -2.8253 -0.3746 0.4031
H -5.6123 -4.7804 1.6586
H -6.7839 -4.7467 0.3346
H -6.8530 -3.6282 1.7250
H -5.6562 -0.4480 1.1004
C -0.1975 -1.4092 -2.2465
C -1.3234 -0.8852 -3.1902
C -1.6724 0.6179 -2.6986
C -0.5408 1.5724 -3.1076
C -0.3550 1.5405 -4.6127
C 0.0393 0.1332 -5.1890
N -0.8935 -0.8899 -4.6147
O -0.8387 -2.1602 -5.2505
C -0.1551 0.2575 -6.7304
C 1.5046 -0.2435 -4.9169
C -2.5700 -1.7766 -2.9120
H -0.6976 -1.8170 -1.3680
H 0.3989 -2.2376 -2.6286
H 0.5297 -0.6578 -1.9386
H -2.6327 0.9226 -3.1145
H -1.7579 0.6481 -1.6124
H -0.8757 2.5717 -2.8294
H 0.3254 1.3365 -2.4895
H 0.3444 2.3098 -4.9400
H -1.3399 1.8517 -4.9607
H 0.6205 0.9081 -7.1346
H -1.1508 0.5830 -7.0317
H -0.1820 -0.7406 -7.1676
H 1.6418 -0.7476 -3.9603
H 2.2390 0.5620 -4.9201
H 1.9350 -1.0027 -5.5700
H -3.0228 -1.6775 -1.9255
H -3.4178 -1.6218 -3.5794
H -2.4103 -2.8341 -3.1229
H -1.5152 -2.0658 -5.9251

***

Entry 2:
157
Properties=species:S:1:pos:R:3 method="wB97M-V/def2-TZVPD" orbital_gap_ha=0.3301 e_homo_ev=-8.70 lumo_energy_ev=0.28 total_charge=0 max_force_ev_per_a=2.34
C -0.9419 1.4065 2.1343
C -1.6228 0.3884 1.2204
O -1.8457 -0.7132 1.6932
N -2.0023 0.6339 -0.1148
C -2.0106 2.0575 -0.4761
C -1.2791 -0.1985 -1.0920
C 0.2619 0.0220 -1.1350
C 0.9545 -1.0456 -0.2318
C 2.4027 -1.4395 -0.6303
C 3.5433 -0.6099 0.0791
C 3.8665 -1.4314 1.3582
O 2.7036 -1.6038 2.1933
C 3.0162 -2.0632 3.4100
F 1.9097 -2.4050 4.0639
F 3.7903 -3.1638 3.3598
F 3.6217 -1.1150 4.1805
C 3.1826 0.8017 0.6936
O 2.3839 1.1007 1.5353
N 4.0164 1.8838 0.1800
C 4.5868 1.3306 -1.0510
N 5.6032 2.0836 -1.7558
C 5.6801 3.2708 -1.4441
O 5.6043 4.4249 -1.2596
P 3.0949 1.5308 -2.2620
O 3.4170 2.4387 -3.3983
C 4.7899 -0.1934 -0.8182
C 6.1160 -0.7184 -0.2303
C 7.3984 -0.2009 -0.9420
C 8.0900 0.9140 -0.1264
O 8.5962 1.8261 -0.7283
N 8.1347 0.8302 1.3172
C 7.1137 1.6685 1.8985
C 6.1866 1.1600 2.8088
C 5.1756 1.9530 3.3418
C 5.0428 3.2939 2.9913
C 5.9936 3.8221 2.1123
C 6.9975 3.0270 1.5846
H -1.5516 1.5231 3.0562
H -0.0010 0.9404 2.4756
H -0.6891 2.3667 1.6721
H -1.0162 2.5312 -0.5470
H -2.5720 2.5845 0.3156
H -2.6132 2.1978 -1.3877
H -1.5616 -1.2451 -0.8914
H -1.6961 0.0362 -2.0820
H 0.6365 -0.0814 -2.1612
H 0.4578 1.0058 -0.6832
H 0.3492 -1.9620 -0.3111
H 0.8698 -0.7080 0.8106
H 2.5414 -2.4773 -0.2767
H 2.5428 -1.4990 -1.7193
H 4.2355 -2.4192 1.0424
H 4.6445 -0.9624 1.9842
H 4.7254 2.1041 0.8866
H 2.0616 2.1598 -1.5215
H 2.7107 0.2855 -2.8170
H 4.5766 -0.6348 -1.8101
H 6.0977 -1.8166 -0.3622
H 6.2444 -0.5469 0.8454
H 8.1451 -1.0031 -1.0719
H 7.1715 0.2005 -1.9357
H 9.0524 1.1349 1.6521
H 6.2323 0.1149 3.1260
H 4.4458 1.5391 4.0432
H 4.2420 3.9287 3.3728
H 5.8996 4.8752 1.8346
H 7.7005 3.4936 0.8893
C 4.6505 -0.4125 7.3882
O 3.4396 -0.1580 6.6840
H 4.8217 0.3998 8.0926
H 4.5698 -1.3537 7.9398
H 5.4880 -0.4628 6.6865
H 3.3122 -0.8888 6.0703
C -5.9037 1.3707 -2.3544
O -4.6644 1.7710 -2.9434
H -5.7424 1.2084 -1.2910
H -6.6527 2.1520 -2.4902
H -6.2532 0.4439 -2.8105
H -4.8238 1.9097 -3.8808
C -4.9398 0.8944 3.6921
O -3.6807 1.3384 4.1870
H -5.6030 1.7538 3.6208
H -4.8190 0.4490 2.7011
H -5.3751 0.1595 4.3742
H -3.1093 0.5653 4.2432
C 9.8911 2.0450 4.9593
O 10.4285 2.0710 3.6334
H 8.8507 1.7350 4.9074
H 10.4483 1.3332 5.5730
H 9.9467 3.0415 5.4021
H 11.3469 2.3472 3.6969
C -0.4509 -4.0261 1.5133
O -1.6332 -3.7657 2.2502
H -0.1914 -5.0761 1.6390
H -0.6143 -3.8252 0.4514
H 0.3717 -3.4047 1.8845
H -1.8520 -2.8331 2.1307
C -9.8961 1.6740 -2.1599
O -8.8977 0.6911 -2.4519
H -9.4559 2.4355 -1.5191
H -10.2417 2.1374 -3.0870
H -10.7295 1.2110 -1.6453
H -9.3073 0.0307 -3.0167
C -13.9365 0.9808 -2.2408
O -12.7133 1.3740 -2.8595
H -13.7532 0.8209 -1.1818
H -14.6863 1.7674 -2.3617
H -14.2974 0.0504 -2.6894
H -12.8928 1.5114 -3.7942
C -11.9904 2.7643 0.8772
O -11.0928 1.6699 0.7177
H -12.0900 3.2675 -0.0827
H -12.9717 2.4040 1.1977
H -11.5981 3.4699 1.6143
H -11.0149 1.2354 1.5717
C -16.1814 -0.4798 0.3336
O -14.9023 -0.0628 0.8027
H -16.8367 0.3866 0.2860
H -16.0861 -0.9165 -0.6644
H -16.6047 -1.2148 1.0224
H -14.3438 -0.8449 0.8353
C 2.7079 -3.6998 -4.4469
O 2.2309 -3.5349 -3.1106
H 3.7786 -3.5324 -4.4568
H 2.4990 -4.7155 -4.7955
H 2.2250 -2.9755 -5.1076
H 1.2814 -3.6878 -3.1250
C 2.0177 -5.7428 -0.6052
O 0.7843 -5.5347 -1.2846
H 2.1489 -4.9534 0.1325
H 1.9999 -6.7112 -0.0982
H 2.8436 -5.7102 -1.3199
H 0.6921 -6.2427 -1.9282
C -1.5906 -0.5055 -5.1045
O -0.8401 -1.1376 -4.0648
H -1.2582 0.5270 -5.1899
H -1.4185 -1.0200 -6.0530
H -2.6517 -0.5230 -4.8635
H -1.1466 -2.0465 -4.0033
C 6.3000 -3.8705 -6.0468
O 5.1082 -3.1442 -6.3312
H 6.0886 -4.9320 -6.1540
H 7.0898 -3.5892 -6.7475
H 6.6288 -3.6712 -5.0230
H 5.3130 -2.2096 -6.2319
C 6.2096 3.0433 6.9894
O 7.0478 1.8958 6.8814
H 6.1600 3.5241 6.0156
H 5.2026 2.7470 7.2963
H 6.6243 3.7456 7.7175
H 7.0803 1.4845 7.7496
C -3.6405 -0.5200 -8.1121
O -4.1084 -0.3595 -6.7756
H -2.5637 -0.3682 -8.1196
H -3.8636 -1.5278 -8.4715
H -4.1110 0.2168 -8.7677
H -5.0599 -0.4969 -6.7879